Record 1
C6H16NO7PS | ωB97M-V/def2-TZVPD

For the energy above the lowest of the compared OMol25 structures with the same formula, charge and spin, the calculation gives 7.544 eV. The molar mass is 277.24 g mol⁻¹. The calculation puts the LUMO energy at -2.8 eV. The HOMO-LUMO gap is 5.34 eV. For the energy, the calculation gives -1558.9187 Eh.

Each line ends with the Mulliken charge.
CARTESIAN COORDINATES (ANGSTROEM)
C 1.201 -2.757 -0.028  -0.675
C 0.010 -2.565 -0.737  0.013
C -0.445 -3.405 -1.996  -0.286
O -1.696 -4.134 -1.808  -0.260
S -2.025 -4.357 -0.182  0.736
O -2.748 -5.675 -0.094  -0.554
O -3.197 -3.179 0.261  -0.227
N -3.287 -2.252 -0.779  -0.366
H 1.147 -2.675 1.094  0.184
H 2.204 -2.926 -0.508  0.245
H -0.647 -1.718 -0.408  0.307
H 0.388 -4.065 -2.380  0.256
H -0.672 -2.642 -2.811  0.224
H -3.187 -1.300 -0.414  0.208
H -4.195 -2.352 -1.247  0.218
C -0.420 2.832 -1.453  -0.621
O 0.896 2.402 -1.151  -0.471
P 1.219 1.694 0.373  1.012
O 0.398 0.446 0.101  -0.448
O 0.299 2.833 1.141  -0.333
C 0.774 4.174 1.218  -0.844
O 1.757 1.112 1.898  -0.275
C 2.762 1.873 2.569  -0.657
H -0.618 2.600 -2.502  0.262
H -1.174 2.349 -0.831  0.321
H -0.481 3.916 -1.328  0.245
H 0.004 4.845 0.832  0.281
H 1.692 4.313 0.642  0.400
H 0.962 4.431 2.263  0.285
H 2.318 2.738 3.066  0.228
H 3.535 2.202 1.871  0.336
H 3.223 1.243 3.331  0.256


Record 2
C6H16NPS2 | ωB97M-V/def2-TZVPD

For the energy above the lowest of the compared OMol25 structures with the same formula, charge and spin, the calculation gives 0.000 eV. The molar mass is 197.31 g mol⁻¹. The calculation puts the LUMO energy at -1.3 eV. The HOMO-LUMO gap is 7.23 eV. For the energy, the calculation gives -1430.6297 Eh.

Each line ends with the Mulliken charge.
CARTESIAN COORDINATES (ANGSTROEM)
C -3.915 -1.103 0.635  -1.089
C 1.623 1.728 -0.381  -1.431
C 2.518 0.203 1.458  -1.864
C 3.441 -0.086 -0.791  -1.939
C -2.391 -0.786 0.917  -0.559
C 2.131 0.333 0.008  1.389
N -2.314 -0.518 -1.848  -0.492
P -1.693 0.168 -0.449  0.471
S -2.368 2.059 -0.323  -0.356
S 0.855 -0.996 -0.247  -0.256
H -4.124 -1.006 -0.442  0.307
H -4.221 -2.040 1.026  0.350
H -4.644 -0.413 0.945  0.343
H 0.734 1.542 -0.970  0.283
H 1.457 2.237 0.537  0.315
H 2.309 2.206 -0.950  0.470
H 2.550 -0.783 1.748  0.514
H 1.896 0.625 2.209  0.444
H 3.397 0.780 1.811  0.397
H 4.369 0.405 -0.632  0.470
H 3.754 -1.037 -0.533  0.542
H 3.347 -0.100 -1.800  0.490
H -1.933 -1.716 1.030  0.453
H -2.313 -0.086 1.766  0.306
H -2.142 -0.129 -2.743  0.194
H -2.325 -1.487 -1.981  0.246


Record 3
C6H16NSSi | ωB97M-V/def2-TZVPD

For the energy above the lowest of the compared OMol25 structures with the same formula, charge and spin, the calculation gives 0.000 eV. Its charge is +1. The molar mass is 162.35 g mol⁻¹. The calculation puts the LUMO energy at -2.9 eV. As for the SMILES: C[Si](C)(C)[C@@H]1[NH2+]CCS1. The HOMO-LUMO gap is 10.04 eV. For the energy, the calculation gives -980.3776 Eh.

Each line ends with the Mulliken charge.
CARTESIAN COORDINATES (ANGSTROEM)
C 0.874 0.879 -1.808  -1.325
Si 1.247 0.654 0.082  0.458
C 2.376 -0.878 0.130  -1.006
C 1.813 2.144 1.116  -1.064
C -0.447 -0.162 0.705  -0.401
N -0.920 -1.293 -0.237  -0.016
C -2.403 -1.303 -0.356  -0.605
C -3.094 -0.239 0.589  -0.527
S -1.850 1.093 0.614  -0.053
H 0.590 1.896 -1.973  0.349
H 1.741 0.731 -2.443  0.405
H 0.083 0.273 -2.158  0.491
H 2.034 -1.699 0.790  0.327
H 2.435 -1.305 -0.959  0.270
H 3.382 -0.563 0.418  0.353
H 0.919 2.522 1.745  0.292
H 2.612 1.849 1.883  0.325
H 2.270 2.923 0.510  0.375
H -0.269 -0.432 1.917  0.358
H -0.497 -2.009 0.302  0.411
H -0.355 -1.063 -1.054  0.189
H -2.674 -2.282 -0.110  0.401
H -2.603 -1.202 -1.437  0.271
H -3.973 0.053 0.088  0.403
H -3.291 -0.587 1.647  0.324


Record 4
C6H16O2 | ωB97M-V/def2-TZVPD

For the energy above the lowest of the compared OMol25 structures with the same formula, charge and spin, the calculation gives 2.602 eV. The molar mass is 120.19 g mol⁻¹. The calculation puts the LUMO energy at 0.5 eV. As for the SMILES: C=CCCCC.O.O. The HOMO-LUMO gap is 10.19 eV. For the energy, the calculation gives -388.5851 Eh.

Each line ends with the Mulliken charge.
CARTESIAN COORDINATES (ANGSTROEM)
C 1.153 -2.971 -0.676  -0.708
C 0.309 -1.958 -0.750  -0.064
C 0.355 -0.702 -1.652  -0.673
C -0.017 0.380 -0.670  -0.305
C -1.348 0.295 0.112  -0.345
C -2.466 0.067 -0.840  -1.444
H 2.139 -3.069 -1.336  0.227
H 1.102 -3.698 0.263  0.210
H -0.700 -2.134 -0.393  0.202
H 1.179 -0.639 -2.316  0.483
H -0.512 -0.749 -2.463  0.184
H 0.820 0.368 0.005  -0.165
H 0.117 1.360 -1.171  0.578
H -1.437 1.319 0.569  0.270
H -1.369 -0.472 0.931  0.349
H -3.430 0.268 -0.330  0.343
H -2.505 -0.870 -1.347  0.375
H -2.457 0.633 -1.738  0.423
O 2.636 1.597 1.315  -0.638
H 2.312 0.726 1.538  0.323
H 1.919 2.078 0.678  0.369
O 0.526 2.699 3.821  -0.655
H 0.196 2.934 2.884  0.311
H 1.475 2.537 3.564  0.349


| no. | HOMO level (eV) |
| --- | --- |
| 1 | -8.1 |
| 2 | -8.6 |
| 3 | -13.0 |
| 4 | -9.7 |